Below is a 2-piece molecular cluster, C4H10O2 overall in a non-equilibrium geometry, with properties calculated with ωB97M-V/def2-TZVPD.

Geometry as ORCA input:
```
! wB97M-V def2-TZVPD RIJCOSX def2/J DEFGRID3
* xyz 0 1
C -2.2495 0.8067 0.6764
C -1.2236 -0.3106 0.7504
C -0.1274 -0.3994 -0.0416
C 0.6697 -1.6398 0.0868
O 1.2962 -1.8098 1.3833
H -2.0780 1.6084 1.3832
H -3.2731 0.4511 0.7656
H -2.2187 1.1653 -0.3802
H -1.4985 -1.0783 1.4692
H 0.2614 0.5232 -0.4495
H -0.0770 -2.4404 -0.0116
H 1.4305 -1.7379 -0.6781
H 1.2156 -0.9476 1.7931
O 2.5634 2.0819 -1.8741
H 2.1990 2.3887 -2.7127
H 3.1101 1.3385 -2.1600
*
```

Computed properties:
electronic energy = -8403.70812 eV
LUMO = 0.757 eV
HOMO = -9.4 eV
SMILES string = C/C=C/CO.O

=====

Below is a 2-piece molecular cluster, C5H6O overall in a non-equilibrium geometry, with properties calculated with ωB97M-V/def2-TZVPD.

Geometry as ORCA input:
```
! wB97M-V def2-TZVPD RIJCOSX def2/J DEFGRID3
* xyz 0 1
C 2.4711 -0.6819 -0.7991
C 1.4424 -0.5972 -0.1720
C -0.2488 0.1920 2.1229
C -0.2030 0.3210 0.8091
C -1.1896 0.1341 -1.2380
O -0.8925 0.9312 -0.0529
H 2.9911 -0.8874 -1.6521
H -1.0504 0.7262 2.6932
H 0.5153 -0.2720 2.7366
H -1.3770 0.9783 -2.0767
H -2.1663 -0.3485 -0.9696
H -0.2923 -0.4959 -1.4014
*
```

Computed properties:
electronic energy = -7323.28463 eV
LUMO = 0.756 eV
HOMO = -9.7 eV

=====

Below is a 2-piece molecular cluster, C2H7N2O overall in a non-equilibrium geometry, with properties calculated with ωB97M-V/def2-TZVPD.

Geometry as ORCA input:
```
! wB97M-V def2-TZVPD RIJCOSX def2/J DEFGRID3
* xyz 1 1
C -2.4211 0.4312 0.8322
N -1.7485 -0.6521 0.7974
H -3.2946 0.4915 1.4641
H -2.0680 1.1983 0.1552
H -0.7396 -0.5454 0.4441
H -1.8219 -1.2906 1.5826
C 1.7514 -0.3485 -0.4632
N 2.2917 0.4856 -1.3544
O 0.6798 -0.1808 0.1151
H 2.3770 -1.1934 -0.1918
H 3.2898 0.5395 -1.4541
H 1.7041 1.0647 -1.9273
*
```

Computed properties:
electronic energy = -7208.16026 eV
LUMO = -4.905 eV
HOMO = -14.8 eV

=====

Below is one molecule with the formula C5H6N2 in a non-equilibrium geometry, with properties calculated with ωB97M-V/def2-TZVPD.

Geometry as ORCA input:
```
! wB97M-V def2-TZVPD RIJCOSX def2/J DEFGRID3
* xyz 0 1
N -2.0794 -1.4839 -1.2521
C -1.0209 -1.0158 -1.3132
C 0.1827 -0.2435 -1.4091
C 0.0103 1.0142 -0.3358
C -0.3490 0.5989 1.1272
C 0.8214 -0.4009 0.9656
N 1.1279 0.1170 -0.3826
H 0.7169 -0.3938 -2.3743
H -0.1249 1.9958 -0.7762
H -0.1978 1.3601 1.9181
H -1.3294 0.1497 1.2834
H 1.7071 -0.2431 1.5836
H 0.5350 -1.4548 0.9655
*
```

Computed properties:
electronic energy = -8258.80331 eV
LUMO = 0.901 eV
HOMO = -9.3 eV
SMILES string = N#C[C@H]1[C@H]2CCN21

=====

Below is C27H44BrN3PdSbSi3 as an isolated structure in a non-equilibrium geometry, with properties calculated with ωB97M-V/def2-TZVPD.

Geometry as ORCA input:
```
! wB97M-V def2-TZVPD RIJCOSX def2/J DEFGRID3
* xyz 1 1
Pd 0.8055 0.3502 0.3974
Br 5.0629 -1.2492 -5.4717
C 4.3179 -1.1995 -3.7310
C 5.0144 -1.7633 -2.6755
C 4.4710 -1.7285 -1.4023
C 3.2319 -1.1298 -1.1743
C 2.5366 -0.5870 -2.2613
C 3.0786 -0.6091 -3.5314
N 2.6325 -1.0828 0.1002
C 3.3119 -0.9987 1.1725
C 2.6200 -0.9744 2.4706
C 3.3316 -1.0425 3.6617
C 2.6387 -1.0585 4.8616
C 1.2566 -0.9950 4.8337
C 0.6244 -0.8994 3.6011
N 1.2794 -0.8813 2.4493
H 5.9748 -2.2287 -2.8473
H 5.0084 -2.1860 -0.5805
H 1.5738 -0.1216 -2.0832
H 2.5483 -0.1747 -4.3683
H 4.4038 -0.9422 1.1822
H 4.4129 -1.0911 3.6389
H 3.1660 -1.1328 5.8029
H 0.6732 -1.0156 5.7435
H -0.4557 -0.8411 3.5305
C -0.1348 3.2138 1.6296
C 0.9591 3.4430 0.6567
C 1.5019 4.7129 0.2930
C 2.5456 4.4572 -0.5411
C 2.6115 3.0295 -0.6827
C 3.6611 2.2945 -1.4263
N 1.6360 2.4268 0.0268
H -0.0821 3.9440 2.4399
H -0.0620 2.2091 2.0363
H -1.1091 3.3273 1.1456
H 1.1525 5.6698 0.6467
H 3.2039 5.1672 -1.0166
H 4.5619 2.9059 -1.4746
H 3.3541 2.0704 -2.4503
H 3.8888 1.3527 -0.9308
C -1.7224 0.2388 -3.7489
Si -2.4474 1.0814 -2.2255
C -4.3206 0.8970 -2.2989
C -1.8299 2.8528 -2.0509
Sb -1.5717 -0.1500 -0.0832
Si -1.4353 -2.7151 -0.5990
C -0.6495 -3.6048 0.8679
C -3.2083 -3.2487 -1.0038
C -0.3283 -2.9281 -2.1039
Si -3.1847 0.0494 1.9700
C -2.6360 1.3181 3.2610
C -4.8573 0.5769 1.2823
C -3.2972 -1.6860 2.7092
H -1.9586 0.8331 -4.6350
H -2.1673 -0.7485 -3.8823
H -0.6376 0.1312 -3.6952
H -4.6903 1.1608 -3.2932
H -4.8376 1.5278 -1.5755
H -4.5979 -0.1410 -2.1082
H -1.8692 3.3736 -3.0103
H -0.7981 2.8772 -1.6936
H -2.4512 3.4091 -1.3456
H -1.3915 -3.9437 1.5927
H 0.0587 -2.9451 1.3729
H -0.0981 -4.4829 0.5244
H -3.9160 -2.4341 -0.8522
H -3.5237 -4.0881 -0.3801
H -3.2817 -3.5685 -2.0452
H 0.7066 -2.6892 -1.8648
H -0.6430 -2.2954 -2.9349
H -0.3680 -3.9686 -2.4373
H -2.8151 2.3291 2.8915
H -1.5854 1.2425 3.5416
H -3.2359 1.1840 4.1644
H -4.8224 1.5850 0.8654
H -5.6172 0.5715 2.0685
H -5.1868 -0.1030 0.4951
H -2.3212 -2.1671 2.7958
H -3.9273 -2.3248 2.0872
H -3.7433 -1.6481 3.7061
*
```

Computed properties:
electronic energy = -136871.38886 eV
LUMO (spin up / spin down) = -4.966 / -4.976 eV
HOMO (spin up / spin down) = -8.7 / -8.7 eV

=====

Below is C9H8N2O4SSc as an isolated structure in a non-equilibrium geometry, with properties calculated with ωB97M-V/def2-TZVPD.

Geometry as ORCA input:
```
! wB97M-V def2-TZVPD RIJCOSX def2/J DEFGRID3
* xyz 1 1
Sc 5.4387 9.9935 6.4170
O 5.1962 12.9911 4.2587
S 5.3016 11.8232 4.9794
O 6.2015 11.9247 6.2559
O 5.9105 10.6174 4.4337
O 4.0194 11.2939 5.6589
N 5.3378 8.9818 8.4362
C 4.8864 7.5962 8.3368
C 4.5572 6.8710 9.4428
C 4.2945 5.4940 9.2029
C 4.4017 4.8966 7.9845
C 4.6650 5.6664 6.8619
C 4.6284 5.1973 5.5561
C 4.7160 6.0349 4.5200
C 4.9602 7.4101 4.7714
N 5.0547 7.8993 5.9720
C 4.8547 7.0517 7.0735
H 4.6956 9.4936 9.0310
H 6.3349 9.0201 8.8108
H 4.5718 7.2276 10.4602
H 4.0480 4.7859 9.9559
H 4.2743 3.8236 7.8162
H 4.4622 4.1636 5.3755
H 4.5624 5.7430 3.4547
H 5.0949 8.1582 4.0082
*
```

Computed properties:
electronic energy = -52165.04507 eV
LUMO = -4.692 eV
HOMO = -13.7 eV

=====

Below is a 3-piece molecular cluster, C2H11NO2S2 overall in a non-equilibrium geometry, with properties calculated with ωB97M-V/def2-TZVPD.

Geometry as ORCA input:
```
! wB97M-V def2-TZVPD RIJCOSX def2/J DEFGRID3
* xyz 0 1
N -0.3535 1.0115 0.9815
C -1.2297 1.1105 -0.1719
C -1.6738 -0.2327 -0.6816
S -0.3311 -1.2253 -1.4214
S -1.4587 -2.8498 -2.0364
H 0.3461 0.2988 1.0462
H -0.1288 1.8720 1.4370
H -0.7941 1.7608 -0.9436
H -2.1180 1.6280 0.1662
H -2.3879 -0.0609 -1.4776
H -2.1373 -0.7944 0.1092
H -1.4410 -3.4939 -0.8613
O 2.1619 -0.9740 1.0615
H 1.5682 -1.7202 0.9163
H 2.9658 -1.3959 1.3912
O 2.6906 1.8296 0.0269
H 1.8360 2.2759 0.0588
H 2.4853 0.9599 0.3990
*
```

Computed properties:
electronic energy = -29507.97702 eV
LUMO = 0.388 eV
HOMO = -9.0 eV
SMILES string = NCCSS.O.O

=====

Below is a 2-piece molecular cluster, C4H12N2O2 overall in a non-equilibrium geometry, with properties calculated with ωB97M-V/def2-TZVPD.

Geometry as ORCA input:
```
! wB97M-V def2-TZVPD RIJCOSX def2/J DEFGRID3
* xyz 0 1
N -2.8796 -0.0193 -1.7432
C -1.5971 -0.2188 -1.3549
O -0.6342 0.2903 -1.8798
O -1.5081 -1.1047 -0.3407
H -3.6224 -0.2733 -1.1303
H -3.0378 0.6638 -2.4604
H -0.5424 -1.0533 -0.0497
C 2.8197 0.4168 1.7204
C 1.3662 0.1151 1.4695
C 0.5806 1.3798 1.1009
N 1.1974 -0.9360 0.4279
H 3.3486 -0.4952 2.0045
H 3.2778 0.7883 0.7943
H 2.9880 1.1960 2.4650
H 0.9248 -0.2965 2.3851
H 0.9684 1.7453 0.1522
H 0.6777 2.0874 1.9258
H -0.4980 1.2402 1.0229
H 1.6119 -0.5889 -0.4354
H 1.8048 -1.6980 0.7166
*
```

Computed properties:
electronic energy = -11419.21682 eV
LUMO = 0.935 eV
HOMO = -10.0 eV
SMILES string = NC(=O)O.CC(C)N